Computed, not measured: 12 unconnected molecules or ions with the total composition C30H87N3O12 at a distorted geometry, with ωB97M-V/def2-TZVPD.

Last column: Mulliken charge in e.
Cartesian coordinates (Å):
O: 0.781 -1.724 -6.319  -0.505
C: 4.390 -1.992 1.532  0.242
C: 4.971 -2.194 -3.009  -0.029
C: -0.716 -3.556 -1.295  -1.031
H: -4.763 1.096 -4.262  0.414
H: 3.276 -3.131 0.479  0.353
H: -0.863 -0.539 -6.784  0.229
H: 4.187 1.112 -1.993  0.199
H: 5.599 3.512 0.475  0.316
C: 3.126 4.057 -0.312  -1.592
C: 3.732 2.112 -1.816  -0.778
O: -1.948 -1.446 3.717  -0.190
H: 2.844 -0.475 4.690  0.432
H: 2.014 4.000 -0.439  0.053
C: 0.868 0.032 -7.966  -1.254
O: -0.442 0.293 5.013  -0.591
H: -0.016 1.525 -0.506  -0.642
H: 1.971 -6.379 0.785  0.298
O: -3.557 1.863 2.926  -0.281
H: 4.623 -0.007 0.833  -0.104
C: -4.392 5.305 0.852  -1.210
H: 1.123 -3.356 0.942  0.135
H: -2.085 -4.445 5.142  0.356
N: 5.313 2.944 -0.318  -0.753
H: -0.079 3.139 -1.753  -0.746
H: -3.289 -0.013 1.330  -0.571
H: 4.022 -2.693 -2.735  0.193
H: -4.694 4.162 -0.885  0.256
H: -1.706 -3.732 -0.762  0.276
C: 6.178 -3.062 -2.886  -1.276
C: -2.629 -2.567 4.491  -0.091
H: 0.699 -1.415 5.592  0.133
H: 2.120 0.078 -0.435  -0.501
H: -4.986 6.174 0.556  0.399
H: 1.997 1.161 4.372  0.256
H: -3.814 1.498 -0.687  0.063
H: -6.933 -0.543 3.258  0.434
H: -5.486 3.474 0.457  0.375
H: -1.221 1.151 0.637  -0.001
H: 4.142 2.928 -2.463  0.376
C: 5.307 -0.802 1.205  -0.931
O: -3.828 0.576 -1.026  -0.144
H: -0.656 -3.437 4.756  0.169
O: 1.830 -3.678 1.536  -0.317
H: 1.721 -0.353 3.422  -0.283
H: -0.476 2.963 -4.132  0.203
H: 3.314 4.397 0.691  0.496
H: 5.783 2.010 -0.113  0.260
C: 3.906 2.746 -0.465  1.231
O: 5.047 -1.092 -2.116  -0.405
C: 1.613 -4.810 2.325  0.080
O: 0.071 -2.609 -0.626  -0.104
C: -4.511 1.059 3.498  -0.943
N: 1.743 -0.464 0.353  0.459
H: -0.218 -4.535 -1.478  0.247
O: -3.510 3.108 0.466  -0.039
C: -6.002 -1.008 2.939  -1.596
H: 2.521 -4.983 2.922  0.425
H: -2.144 3.456 -1.208  0.217
N: -3.861 -0.673 1.853  -0.061
H: 1.389 -1.943 -7.000  0.306
C: -1.653 -3.712 4.404  -1.107
H: 6.202 -3.638 -1.978  0.273
H: 0.342 0.263 -5.895  -0.050
H: -3.533 -0.455 -2.633  0.401
H: -0.334 4.910 -1.805  0.361
H: -1.420 -1.231 -0.679  0.664
H: 0.380 0.949 -8.322  0.357
H: 1.057 0.095 6.395  0.312
H: -4.143 0.472 4.333  0.426
H: 1.950 0.156 -7.681  0.331
H: -2.690 1.024 -2.736  0.009
H: 2.113 -1.367 0.160  0.238
H: -3.598 2.691 1.380  0.144
H: -1.057 -0.353 4.536  0.307
H: 6.026 -1.145 0.397  0.220
H: 3.451 -1.716 2.105  -0.043
H: -5.502 0.647 1.612  0.137
C: 0.226 -0.474 -6.684  0.246
H: -2.897 -2.246 5.523  0.307
H: 0.793 4.184 -3.914  0.306
C: -4.595 4.016 0.190  -0.204
H: -5.752 0.585 -2.907  0.310
C: 2.039 0.925 -3.023  -0.752
H: -6.332 -1.654 2.110  0.407
H: -1.036 -3.174 -2.273  0.374
H: 0.755 -0.738 -8.717  0.360
C: -4.887 1.201 -3.198  -1.270
O: 4.068 -2.617 0.326  -0.371
H: 4.931 -1.795 -4.027  0.368
C: 0.297 -0.442 0.376  1.151
H: 4.540 -1.401 -1.336  0.042
H: -3.124 2.808 4.662  0.348
H: -0.169 -0.884 -1.773  0.141
H: -2.619 -1.145 3.066  0.109
H: 2.499 -0.084 -2.901  0.293
H: -0.891 4.698 -4.240  0.405
C: -0.176 1.028 0.442  -0.289
H: 0.281 -5.825 0.995  0.197
H: 2.442 1.375 -3.953  0.447
H: 0.312 1.569 1.307  0.363
H: -2.036 3.153 3.307  0.321
C: -5.023 0.039 2.424  0.873
H: 4.923 -2.743 2.227  0.303
H: -1.905 1.588 4.161  0.146
C: -3.678 0.603 -2.389  0.024
H: 6.273 -3.721 -3.780  0.360
H: -3.434 5.699 0.483  0.264
O: 2.293 1.920 -2.007  0.036
H: -5.645 -1.594 3.779  0.296
O: -2.010 3.701 -2.129  -0.492
C: 1.947 0.026 4.399  -0.391
H: 3.387 2.119 0.281  -0.045
H: 5.863 -0.486 2.070  0.554
H: -3.559 -2.796 3.948  0.222
C: -0.355 -1.261 -0.766  -1.453
H: 7.083 -2.466 -2.779  0.301
H: 3.570 4.814 -0.940  0.451
C: -0.279 3.959 -3.720  -1.299
H: -4.201 -1.331 1.166  0.305
H: 1.091 -6.881 2.217  0.444
H: -5.407 1.628 3.792  0.380
H: 0.809 -4.675 3.125  -0.177
C: -2.575 2.401 3.825  -0.659
H: 1.013 0.766 -3.042  -0.065
H: -4.412 5.143 1.955  0.224
H: -5.120 2.246 -2.900  0.225
C: 1.238 -6.074 1.535  -1.205
C: -0.608 3.972 -2.259  0.957
H: -0.052 -0.995 1.271  0.008
C: 0.754 -0.303 5.416  -0.377
H: -1.635 -4.224 3.430  0.287

Forces on the atoms, in the same order (eV/Å):
O -0.8 0.4 1.0
C 0.6 -0.4 2.3
C -0.6 0.5 0.2
C -1.8 -0.4 -0.4
H 0.2 0.2 -0.4
H -0.4 -0.6 0.2
H 0.0 -0.4 -0.2
H 0.3 0.9 0.4
H -0.5 0.1 -0.1
C -0.2 -0.1 -0.3
C -1.3 0.4 -0.7
O -1.3 -1.3 1.3
H 0.8 0.1 0.5
H 1.1 -0.2 -0.1
C 0.5 0.1 1.1
O -0.8 -0.5 -0.2
H 0.5 0.2 -0.1
H 0.1 0.2 0.1
O 1.0 0.7 -0.9
H 0.8 -0.2 0.1
C 0.9 1.5 1.0
H -0.3 -0.6 0.4
H 0.7 0.2 -0.6
N 2.1 -1.6 1.0
H 0.1 0.7 -0.2
H -0.1 -0.1 0.0
H 0.4 -0.3 -0.7
H 0.5 -0.2 -0.2
H 1.1 0.0 -0.2
C 0.7 -0.7 -0.6
C 1.1 1.7 -1.8
H -0.3 0.8 -0.5
H -0.5 0.3 0.4
H -0.9 -0.6 0.1
H 0.4 -1.4 -0.1
H 0.1 -0.5 0.0
H 0.0 0.2 0.2
H -0.8 0.1 0.4
H -0.9 -0.4 0.1
H -0.3 -1.0 -0.4
C -0.7 -0.8 -1.1
O -0.3 1.2 1.6
H -0.2 0.0 -0.2
O 0.4 0.8 -0.4
H -0.4 0.0 -0.7
H -0.1 0.2 0.0
H 0.0 0.2 0.7
H -0.8 1.5 -0.6
C -1.8 -0.5 0.7
O -0.5 0.1 0.8
C -0.9 -1.0 1.1
O 0.8 -0.5 0.3
C -1.9 -1.7 -0.6
N 0.6 0.9 -0.5
H 0.0 0.9 0.5
O 0.1 -0.4 0.3
C -0.8 0.6 -0.4
H 0.0 0.2 -0.4
H -0.3 0.0 0.2
N 0.0 0.4 0.3
H 0.8 -0.5 -0.8
C -1.2 -1.3 1.6
H -0.4 -0.6 0.4
H 0.5 0.0 0.4
H -0.5 -0.1 -0.4
H 0.0 0.5 0.3
H -1.1 0.1 0.4
H 0.5 -0.1 0.1
H -0.2 0.1 -0.2
H 0.3 0.1 0.4
H -0.9 0.3 -0.9
H -0.9 0.3 0.5
H 0.1 -1.0 0.2
H -0.1 0.7 -1.1
H 1.0 0.5 0.5
H -0.8 0.6 0.9
H 1.1 0.1 -0.8
H 0.1 -0.4 0.6
C -0.7 0.5 -0.3
H 0.5 -0.1 -0.6
H -0.6 -0.1 0.3
C -0.4 -1.5 -0.8
H 0.0 0.3 -0.2
C 2.3 1.1 -0.2
H 0.4 0.0 0.3
H 0.3 0.0 -0.1
H 0.1 -0.1 -0.4
C 0.2 -0.5 1.9
O 0.1 0.2 -1.1
H -0.3 0.0 0.1
C -0.7 -0.2 -0.1
H 0.6 0.4 -0.2
H 0.1 0.4 0.5
H 0.6 0.0 -0.1
H -0.1 0.1 -0.2
H 0.2 0.7 0.4
H 0.0 0.0 -0.1
C 0.6 -0.2 0.9
H 0.7 -0.6 0.5
H -0.5 -0.6 0.0
H -0.1 -0.6 -1.2
H 0.5 0.7 -0.5
C 0.6 0.5 -0.5
H -0.5 0.9 -0.9
H -0.2 0.6 -0.1
C 0.9 -0.3 -2.7
H 0.0 0.3 0.7
H 0.3 -0.4 0.7
O 0.8 -1.1 -0.2
H 0.3 -0.2 0.0
O 0.1 0.3 0.1
C -2.2 1.1 1.2
H 0.6 -0.4 0.1
H 0.1 0.3 0.3
H 0.2 0.0 0.2
C 0.2 0.4 0.3
H 0.0 0.3 -0.5
H -0.1 0.4 -0.6
C 0.7 0.0 -0.5
H 0.0 -0.1 -0.2
H -0.3 -0.6 0.4
H 0.2 0.1 0.3
H 0.7 0.2 -1.1
C -0.6 -1.6 0.5
H -2.0 0.0 -0.3
H 0.2 0.6 -0.7
H 0.4 -0.5 -0.3
C -0.7 1.5 -0.9
C -0.1 -1.5 0.1
H 0.3 0.4 -0.1
C 1.8 -0.6 -0.5
H 0.1 0.5 0.2

Computed properties:
SMILES: COC[C@H](C)N.COC[C@H](C)N.COC[C@H](C)N.CCO.CCO.CCO.CCO.CCO.CCO.CCO.CCO.CCO
ΔE to the lowest compared entry with this formula, charge and spin (kcal/mol): 31.9